The following is a quantum chemistry calculation of C22H29NO4 as an isolated structure at a distorted geometry, from the OMol25 dataset.

Properties
DFT total energy: -1210.73654 a.u.
Multiplicity: 1
Relative energy (zero: lowest compared OMol25 entry of this formula, charge and spin): 489.5 kcal/mol
Largest force on an atom: 0.38233 hartree/bohr

Geometry as XYZ:
```
56
Properties=species:S:1:pos:R:3:lowdin_charge:R:1
C -2.160 2.237 -2.306 -0.091
H -2.215 3.076 -2.763 0.037
H -3.103 1.764 -2.010 0.121
O -1.491 2.390 -1.136 -0.098
C -1.690 1.342 -0.216 -0.281
C -1.284 1.981 1.052 -0.039
C -1.413 1.237 2.113 -0.007
C -1.668 -0.398 1.924 -0.122
C -1.896 -0.795 0.602 -0.071
C -1.885 0.135 -0.370 -0.117
H -1.846 -0.204 -1.444 0.153
H -2.103 -1.826 0.374 0.110
C -2.079 -1.310 3.128 -0.075
H -2.626 -0.803 3.773 0.056
H -2.214 -2.312 2.719 0.118
C -0.692 -1.253 4.019 -0.241
C -1.170 -2.362 5.184 -0.032
H -1.243 -3.303 4.680 0.061
H -1.804 -2.211 5.775 -0.079
H -0.133 -2.391 5.848 0.137
C 0.563 -1.906 3.196 -0.003
C 1.568 -0.463 2.882 -0.414
O 2.221 -0.024 3.829 0.039
N 1.541 -0.072 1.647 0.003
H 1.017 -0.937 0.933 0.250
C 2.296 0.815 1.265 -0.262
H 2.722 1.172 2.028 0.054
C 3.291 0.354 0.020 0.046
C 2.219 0.206 -1.224 -0.140
C 1.706 -1.135 -1.303 -0.079
C 0.951 -1.530 -2.379 -0.026
C 0.415 -0.582 -3.309 -0.201
C 1.020 0.839 -3.055 -0.204
C 1.724 1.079 -2.079 -0.079
H 2.185 2.093 -1.938 0.156
O 0.770 1.757 -3.955 -0.010
C 0.971 2.909 -3.859 -0.338
H 0.690 3.741 -2.816 0.180
H 0.549 3.654 -4.663 0.105
H 2.206 3.292 -4.017 0.144
O -0.517 -0.477 -4.152 0.000
C -0.866 -1.644 -4.593 -0.195
H -1.656 -1.737 -5.468 0.133
H -0.304 -2.566 -4.801 0.093
H -1.483 -2.330 -3.787 0.132
H 0.391 -2.516 -2.340 0.125
H 1.940 -1.970 -0.610 0.119
H 3.577 -0.445 0.413 0.021
H 3.895 1.105 -0.270 0.069
H 1.704 1.753 0.776 0.171
H 0.328 -2.408 2.365 0.023
H 1.206 -2.566 3.892 0.121
H -0.396 -0.591 4.709 0.065
H -1.179 1.494 3.245 0.144
H -0.992 3.033 1.383 0.149
H -1.556 1.610 -2.910 0.071
```



The following is a quantum chemistry calculation of a 2-piece molecular cluster, C37H34BCl4NOSi overall at a distorted geometry, from the OMol25 dataset.

Properties
DFT total energy: -3715.55832 a.u.
Multiplicity: 1
Largest force on an atom: 0.05284 hartree/bohr

Geometry as XYZ:
```
79
Properties=species:S:1:pos:R:3:lowdin_charge:R:1
Cl 2.887 1.542 3.331 0.599
B 1.966 0.112 4.108 -1.834
Cl 2.717 -1.549 3.690 0.563
Cl 1.998 0.317 5.941 0.515
O 0.553 0.151 3.627 -0.064
C -0.331 -0.780 3.463 0.013
C -1.653 -0.545 3.967 -0.149
C -2.549 -1.609 4.285 0.020
C -3.782 -1.339 4.864 -0.078
C -4.168 -0.012 5.120 -0.654
Cl -5.666 0.343 5.857 0.738
C -3.295 1.043 4.806 -0.074
C -2.050 0.786 4.252 0.029
H -0.037 -1.753 3.061 0.127
H -2.261 -2.634 4.046 0.132
H -4.473 -2.135 5.118 0.113
H -3.597 2.072 4.990 0.115
H -1.373 1.601 4.001 0.135
C -2.785 -1.738 -3.050 -0.092
C -3.014 -1.082 -1.836 -0.092
C -2.083 -0.155 -1.342 -0.111
C -0.892 0.113 -2.046 -0.249
Si 0.294 1.420 -1.435 0.746
C 1.470 1.889 -2.810 -0.241
C 1.514 3.202 -3.314 -0.078
C 2.386 3.540 -4.364 -0.078
C 3.236 2.574 -4.919 -0.087
C 3.228 1.278 -4.396 -0.080
C 2.340 0.931 -3.364 -0.117
C -0.703 2.902 -0.911 -0.249
C -1.648 3.433 -1.808 -0.096
C -2.447 4.527 -1.439 -0.080
C -2.315 5.100 -0.166 -0.089
C -1.372 4.580 0.727 -0.083
C -0.570 3.490 0.360 -0.078
C 1.273 0.987 0.140 -0.301
C 2.571 1.840 0.192 -0.204
C 3.711 0.887 -0.152 -0.144
C 3.156 -0.539 0.055 -0.142
N 1.726 -0.386 0.272 -0.113
C 0.859 -1.427 0.364 -0.113
C 1.154 -2.683 0.852 -0.091
C 0.530 -3.911 0.400 -0.233
C 1.132 -5.167 0.682 -0.048
C 0.689 -6.327 0.048 -0.099
C -0.407 -6.275 -0.826 -0.112
C -1.102 -5.069 -1.006 -0.094
C -0.649 -3.897 -0.391 -0.040
C -0.658 -0.579 -3.248 -0.071
C -1.591 -1.503 -3.739 -0.074
H -3.531 -2.426 -3.458 0.105
H -3.929 -1.282 -1.273 0.104
H -2.297 0.380 -0.409 0.110
H 0.863 3.973 -2.889 0.099
H 2.399 4.564 -4.748 0.103
H 3.898 2.834 -5.750 0.104
H 3.911 0.520 -4.791 0.106
H 2.318 -0.104 -3.001 0.107
H -1.771 2.985 -2.801 0.114
H -3.174 4.932 -2.147 0.103
H -2.942 5.944 0.131 0.102
H -1.245 5.018 1.722 0.103
H 0.156 3.109 1.083 0.092
H 0.605 1.220 0.984 0.089
H 2.529 2.737 -0.433 0.106
H 2.696 2.177 1.228 -0.003
H 4.032 1.017 -1.192 0.096
H 4.585 1.047 0.488 0.110
H 3.338 -1.170 -0.838 0.123
H 3.636 -1.033 0.921 0.097
H -0.157 -1.208 0.032 0.095
H 1.992 -2.780 1.549 0.049
H 1.979 -5.190 1.368 0.107
H 1.209 -7.270 0.219 0.099
H -0.726 -7.175 -1.363 0.095
H -1.984 -5.028 -1.653 0.097
H -1.171 -2.950 -0.541 0.087
H 0.253 -0.380 -3.819 0.087
H -1.391 -2.030 -4.677 0.106
```